This record from the Open Molecules 2025 dataset describes the molecule C18H21N3S at a distorted geometry. The level of theory is the ωB97M-V functional and the def2-TZVPD basis.

Each line ends with the Mulliken charge.
Element x y z (Å)
C1 4.82684 -0.64520 0.62193  -1.01
C2 4.71755 0.62468 -0.38665  -0.49
C3 3.35577 0.66303 -1.24077  -0.49
C4 2.25534 1.68496 -0.58996  -0.32
C5 1.52576 2.58898 -1.70489  -0.56
C6 0.46137 3.57430 -0.95973  -0.67
C7 -1.07458 3.22359 -1.36989  -1.04
C8 -1.56566 1.81067 -0.77069  0.64
C9 -2.05209 0.74598 -1.77621  -0.57
C10 -2.53620 -0.70091 -1.34310  -0.56
C11 -2.52461 -1.05467 0.17342  0.31
C12 -2.94746 -2.50228 0.74685  0.36
C13 -2.08605 -3.04352 1.92007  -0.47
C14 -2.45496 -4.46959 2.46038  -0.29
C15 -3.67768 -5.19583 1.76985  -0.41
C16 -4.37505 -4.42912 0.61448  -0.12
N1 -4.05384 -3.13388 0.09662  -0.45
C17 -2.04395 0.04974 1.21753  0.39
N2 -1.95192 -0.03080 2.65371  -0.59
S1 -1.37766 1.46499 3.28856  0.14
N3 -1.16655 2.38767 1.83749  -0.60
C18 -1.56815 1.49435 0.77732  0.61
H1 5.78429 -0.46419 1.24915  0.31
H2 3.92535 -0.73351 1.32019  0.27
H3 4.98898 -1.59413 0.00659  0.29
H4 4.86645 1.57302 0.25637  0.31
H5 5.64852 0.55635 -1.07354  0.28
H6 2.88901 -0.39362 -1.19940  0.30
H7 3.61821 0.96578 -2.32772  0.31
H8 2.83456 2.38504 0.12916  0.30
H9 1.49164 1.02605 -0.02224  -0.05
H10 2.25863 3.28364 -2.26903  0.33
H11 0.90685 1.98233 -2.46139  0.28
H12 0.66242 4.64695 -1.34513  0.38
H13 0.55247 3.55350 0.18008  0.40
H14 -1.12783 3.22577 -2.51105  0.35
H15 -1.77223 4.02580 -0.90635  0.35
H16 -2.03379 0.98378 -2.89034  0.25
H17 -2.89420 -1.50889 -2.06221  0.36
H18 -1.21212 -2.45001 2.34138  0.29
H19 -1.85682 -4.94945 3.30587  0.33
H20 -3.97133 -6.23725 2.14924  0.29
H21 -5.24530 -4.98408 0.09402  0.30

Cartesian forces, eV/Å:
C 0.742 0.875 -0.361
C 0.535 -0.546 0.441
C 0.056 0.201 0.571
C 0.744 -0.400 -0.970
C -0.798 0.661 1.074
C -0.423 0.185 -0.812
C 0.218 -0.379 1.370
C -0.929 -2.353 -1.628
C 0.561 0.074 3.720
C 0.939 1.617 4.680
C 0.246 1.185 -1.852
C 0.702 -0.197 0.704
C -3.045 -3.042 -1.242
C -2.210 2.059 -3.324
C 2.119 3.900 -0.532
C 1.509 -0.370 1.472
N 2.603 -2.210 3.725
C 0.820 1.824 1.223
N 0.327 1.797 -3.253
S -0.792 -1.320 -4.210
N -1.726 -4.504 -1.515
C -0.090 -0.377 -0.200
H -1.635 -0.504 -0.850
H 1.247 0.068 -1.054
H -0.434 1.194 0.976
H -0.423 -1.328 -1.155
H -1.595 0.163 0.987
H 0.848 1.622 -0.472
H -0.666 -0.556 1.757
H -1.232 -1.117 -1.025
H 1.095 1.430 -0.766
H -0.934 -1.480 0.881
H 1.241 0.618 1.060
H -0.419 -1.623 0.839
H 0.004 0.022 -1.643
H -0.247 -0.104 1.628
H 1.133 -1.208 -0.968
H -0.010 -0.244 1.805
H 0.608 1.427 1.051
H -1.497 -0.907 -0.721
H -1.027 0.763 -1.387
H 0.278 1.865 -0.916
H 1.558 1.217 0.891

Results
* SMILES: CCCCCCCc1ccc(-c2ccccn2)c2nsnc12
* energy relative to the best compared isomer or geometry (same formula, charge and spin): 10.4609 eV
* frontier orbital gap: 6.87 eV

=====

This record from the Open Molecules 2025 dataset describes a structure of composition C18H21N5O2RuS at a distorted geometry. The level of theory is the ωB97M-V functional and the def2-TZVPD basis.

Each line ends with the Mulliken charge.
Element x y z (Å)
N1 1.33348 3.30176 -0.67474  -0.43
C1 0.63317 4.19845 -0.49908  0.46
C2 0.15629 5.50010 -0.10652  -1.03
H1 -0.92074 5.57334 -0.05717  0.33
H2 0.54814 6.25469 -0.78780  0.36
H3 0.58536 5.67298 0.87293  0.32
N2 2.18656 -1.65168 -0.69530  -0.11
C3 3.11052 -2.10376 -1.25935  0.23
C4 4.35923 -2.84937 -1.20064  -0.93
H4 5.14868 -2.43583 -1.84382  0.36
H5 4.17586 -3.91566 -1.40778  0.34
H6 4.66891 -2.74602 -0.14450  0.31
N3 -2.33280 -2.31524 -0.62686  -0.45
C5 -3.47140 -2.16783 -0.53326  0.58
C6 -4.85800 -2.35332 -0.20945  -1.11
H7 -4.87250 -3.08064 0.59706  0.33
H8 -5.41810 -2.75044 -1.05351  0.38
H9 -5.31571 -1.43585 0.13965  0.32
Ru1 0.20707 -0.12891 -0.83661  0.32
C7 -0.16953 -1.55322 0.47122  0.55
O1 -0.12917 -2.39712 1.25327  -0.15
C8 1.53706 0.78120 0.23086  0.41
O2 2.36959 1.16213 0.93224  -0.14
C9 0.52638 1.30142 -2.59495  -0.09
C10 -0.78444 1.35362 -2.08731  -0.28
C11 -1.55528 0.15852 -2.11607  -0.37
C12 -0.98878 -1.00961 -2.65611  -0.15
C13 0.38646 -1.10228 -2.86680  -0.20
C14 1.16595 0.06972 -2.79314  -0.68
H10 1.11563 2.20028 -2.70144  0.53
H11 -1.26010 2.28441 -1.75099  0.49
H12 -2.60052 0.20517 -1.78163  0.60
H13 -1.56931 -1.92067 -2.75047  0.50
H14 0.82456 -2.06076 -3.08155  0.52
H15 2.22336 0.05713 -2.97426  0.58
C15 -1.69791 -0.77127 3.93692  -0.75
N4 -0.94379 0.44889 3.70371  0.10
C16 -0.37075 1.19802 4.71434  -0.04
C17 0.22255 2.28126 4.14353  -0.44
N5 0.05010 2.15292 2.76176  0.23
C18 -0.69677 1.02531 2.48699  0.05
S1 -1.53758 0.72199 1.03295  -0.11
H16 -2.41326 -0.88024 3.12520  0.32
H17 -1.03767 -1.63855 3.95802  0.36
H18 -2.21228 -0.71702 4.89796  0.37
H19 -0.46786 0.89376 5.73856  0.54
H20 0.68284 3.17207 4.54553  0.50
H21 0.49858 2.71333 2.03656  0.19

Cartesian forces, eV/Å:
N -0.695 -0.709 -0.035
C 1.074 0.453 0.178
C -0.348 0.359 -0.029
H -0.259 0.052 -0.049
H -0.022 0.011 -0.091
H 0.018 0.288 0.262
N 0.856 -0.063 -2.088
C -0.866 -0.005 2.988
C 0.668 -0.155 -0.406
H -0.291 -0.258 0.048
H 0.094 0.367 -0.144
H -0.039 -0.059 -0.413
N -0.039 0.726 -0.056
C 0.389 -1.149 0.387
C -0.615 0.166 0.025
H -0.138 -0.173 0.109
H -0.009 0.031 -0.094
H -0.183 0.181 -0.029
Ru 0.878 -0.728 2.032
C 0.603 -4.564 3.380
O -0.296 2.953 -2.463
C 4.188 1.532 3.746
O -2.855 -1.298 -2.433
C 0.629 0.638 0.093
C -1.923 0.487 -1.348
C -1.367 1.448 -1.233
C -0.321 -0.943 0.358
C 0.324 0.115 -1.364
C -0.137 -0.114 -1.923
H 0.000 0.127 0.260
H 0.455 -0.356 -0.263
H 0.498 -0.263 -0.288
H -0.089 0.192 0.084
H 0.120 -0.163 -0.154
H 0.309 -0.028 -0.154
C -0.468 -0.702 0.048
N 0.863 0.791 1.598
C -1.736 -2.437 -0.878
C 0.699 1.679 -3.301
N 0.395 -0.349 1.485
C -0.699 0.965 0.051
S 0.336 0.650 1.275
H -0.138 -0.056 0.105
H 0.129 0.083 -0.062
H -0.020 0.143 -0.165
H 0.064 0.027 0.413
H 0.220 -0.115 0.285
H -0.254 0.224 0.254

Results
* 2S+1: 5
* energy relative to the best compared isomer or geometry (same formula, charge and spin): 0.0000 eV
* charge: +4
* frontier orbital gap (spin up / spin down): 7.54 / 5.02 eV